--- a ---
A 2-piece molecular cluster, Br2ClP overall, computed with ωB97M-V/def2-TZVPD.

Geometry (Å):
P -1.6658 0.8625 -0.1063
Cl 0.2661 0.8133 0.1125
Br 3.4831 -0.3762 -0.0187
Br -2.0834 -1.2995 0.0125

Summary:
Kohn-Sham gap (spin up / spin down) = 9.29 / 4.75 eV
spin multiplicity = 1

---

--- b ---
One molecule with the formula Br2ClP, computed with ωB97M-V/def2-TZVPD.

Geometry (Å):
Cl -0.2892 1.8970 0.5613
P -0.0884 0.2386 -0.6517
Br 1.8768 -0.7448 0.0279
Br -1.4991 -1.3908 0.0625

Summary:
Kohn-Sham gap = 9.41 eV
spin multiplicity = 1
SMILES = ClP(Br)Br

---

Relative to the most stable one, in kcal/mol, the structures come out at a 61.2; b 0.0.

---

--- a ---
A 11-piece molecular cluster, C44H66O33 overall, computed with ωB97M-V/def2-TZVPD.

Geometry (Å):
C -1.5689 -0.8034 -3.7196
C -2.8924 -0.9917 -4.3964
C -3.3981 0.2212 -5.2121
O -3.7401 -0.3943 -6.4457
C -3.2569 -1.6569 -6.5430
O -3.1824 -2.2517 -7.5712
O -2.7557 -2.0281 -5.3601
H -0.6990 -0.7136 -4.3707
H -1.3858 -1.6994 -3.1187
H -1.5855 0.0546 -3.0444
H -3.6138 -1.3400 -3.6505
H -2.5940 0.9505 -5.2926
H -4.3038 0.6648 -4.8022
C 2.2159 1.7740 -6.0469
C 1.6030 2.0806 -4.6817
C 1.5625 3.5658 -4.3412
O 0.2873 3.7453 -3.8184
C -0.5361 2.7639 -4.2397
O -1.7195 2.8148 -4.1255
O 0.1891 1.7503 -4.7810
H 3.2581 2.0934 -6.1303
H 1.6751 2.3122 -6.8252
H 2.2265 0.7030 -6.2462
H 2.1366 1.5127 -3.9176
H 1.7817 4.1547 -5.2366
H 2.3137 3.7432 -3.5688
C 1.8668 -5.9255 -2.6793
C 3.0748 -6.5620 -1.9801
C 3.2042 -6.1905 -0.4834
O 3.1812 -7.4349 0.1831
C 3.0200 -8.4495 -0.7018
O 3.0568 -9.5978 -0.4133
O 2.8066 -7.9688 -1.9380
H 2.0483 -5.8149 -3.7477
H 1.5857 -4.9619 -2.2514
H 0.9713 -6.5377 -2.5669
H 4.0061 -6.3276 -2.4960
H 2.3621 -5.5222 -0.3110
H 4.1886 -5.7511 -0.3273
C -2.8741 2.0349 3.3521
C -3.4345 3.4222 3.3955
C -3.7577 4.0977 4.7202
O -3.3631 5.4407 4.5101
C -2.6609 5.5542 3.3578
O -2.2003 6.5395 2.9019
O -2.5743 4.3520 2.7488
H -1.8932 1.9971 3.8317
H -2.7887 1.6908 2.3229
H -3.5538 1.3565 3.8711
H -4.3432 3.4508 2.7735
H -3.1803 3.6393 5.5263
H -4.8376 4.0420 4.8408
C 4.3912 -3.2437 -4.1442
C 3.9725 -1.7841 -4.2371
C 4.6822 -0.9274 -3.2005
O 5.2681 0.1113 -3.9924
C 5.1763 -0.1450 -5.3047
O 5.6241 0.5350 -6.1598
O 4.4669 -1.2941 -5.5055
H 5.4685 -3.3188 -3.9941
H 4.1755 -3.8050 -5.0519
H 3.8451 -3.6655 -3.2983
H 2.8984 -1.6277 -4.3071
H 5.4073 -1.4227 -2.5581
H 3.9617 -0.4225 -2.5588
C -4.7401 3.0303 -2.6227
C -3.8205 2.4247 -1.6137
C -4.3567 2.4188 -0.1507
O -4.3220 1.0520 0.2160
C -3.6764 0.3411 -0.7027
O -3.2562 -0.7722 -0.5943
O -3.5460 1.0335 -1.8448
H -5.2941 3.8754 -2.2118
H -5.5245 2.3312 -2.9390
H -4.2870 3.3156 -3.5716
H -2.8519 2.9283 -1.6383
H -5.3528 2.8586 -0.1017
H -3.6924 2.9916 0.4982
C -3.7824 -2.8598 2.2878
C -3.4105 -2.1273 3.5813
C -2.7172 -3.0772 4.5528
O -1.5945 -2.3325 5.0114
C -1.4497 -1.2456 4.2650
O -0.5671 -0.4548 4.4243
O -2.4439 -1.1028 3.3415
H -2.8644 -3.2272 1.8271
H -4.2395 -2.1672 1.5828
H -4.4438 -3.7033 2.4807
H -4.2848 -1.6912 4.0700
H -2.4028 -3.9904 4.0448
H -3.3967 -3.3646 5.3533
C 0.3526 -3.4326 1.7193
C 1.6253 -4.0023 2.2450
C 2.0305 -3.7125 3.6832
O 2.6145 -4.9390 4.1229
C 2.1204 -5.9408 3.3632
O 2.3212 -7.0893 3.5942
O 1.5401 -5.4458 2.2551
H 0.1193 -3.7985 0.7157
H 0.3378 -2.3534 1.5824
H -0.5263 -3.7352 2.2937
H 2.5044 -3.8620 1.6054
H 1.2101 -3.4418 4.3573
H 2.6750 -2.8373 3.7745
C 2.0836 1.1533 4.9865
C 0.9426 1.8090 5.7767
C 1.4436 2.6181 6.9822
O 0.9089 3.9295 6.7713
C 0.2637 3.9666 5.5864
O -0.3021 4.9225 5.1405
O 0.4643 2.8503 4.9037
H 1.6946 0.4705 4.2295
H 2.6306 0.4759 5.6460
H 2.6841 1.9080 4.4864
H 0.1740 1.1166 6.1072
H 2.5261 2.6936 7.0788
H 1.0137 2.1823 7.8842
C 0.0284 0.3497 1.1479
C 0.0453 0.2608 -0.3699
C 1.2800 0.9424 -0.9485
O 1.8722 -0.0823 -1.7209
C 1.2683 -1.2591 -1.5416
O 1.7072 -2.2647 -2.0175
O 0.2358 -1.1204 -0.6843
H -0.1773 1.3538 1.5106
H 0.8990 -0.1044 1.6293
H -0.7521 -0.3224 1.5193
H -0.8990 0.6209 -0.7753
H 1.8972 1.2298 -0.0948
H 1.0473 1.8463 -1.5078
C 2.3917 4.7033 2.1965
C 0.9184 4.7982 1.8065
C 0.5903 6.0055 0.9183
O -0.3043 5.4070 -0.0588
C -0.2450 4.0793 0.0305
O -0.8846 3.3046 -0.6334
O 0.6917 3.7049 0.9012
H 2.9858 4.9016 1.3083
H 2.6377 3.7536 2.6765
H 2.6395 5.3688 3.0284
H 0.2443 4.7519 2.6627
H 1.4709 6.4547 0.4625
H 0.0100 6.7361 1.4765

Summary:
Kohn-Sham gap = 10.35 eV
spin multiplicity = 1
SMILES = C[C@H]1COC(=O)O1.C[C@H]1COC(=O)O1.C[C@H]1COC(=O)O1.C[C@H]1COC(=O)O1.C[C@H]1COC(=O)O1.C[C@H]1COC(=O)O1.C[C@H]1COC(=O)O1.C[C@H]1COC(=O)O1.C[C@H]1COC(=O)O1.C[C@H]1COC(=O)O1.C[C@H]1COC(=O)O1

---

--- b ---
A 11-piece molecular cluster, C44H66O33 overall, computed with ωB97M-V/def2-TZVPD.

Geometry (Å):
C 7.1981 -0.6816 -4.9974
C 5.8474 -0.1212 -5.3813
C 4.7402 -1.1397 -5.3755
O 3.7203 -0.4361 -4.6356
C 4.2633 0.6250 -3.9453
O 3.6802 1.3274 -3.1547
O 5.5536 0.8396 -4.3891
H 7.9206 0.0847 -4.7165
H 7.5663 -1.2500 -5.8515
H 7.0578 -1.3546 -4.1515
H 5.7595 0.4107 -6.3286
H 5.0049 -2.0414 -4.8232
H 4.3795 -1.4221 -6.3646
C 1.5233 1.1722 -0.1927
C 0.0782 1.5428 0.1680
C -0.8492 1.8383 -1.0328
O -2.0580 1.1011 -0.6685
C -1.7848 0.2857 0.3855
O -2.5624 -0.5028 0.8822
O -0.5654 0.5034 0.8688
H 2.1884 1.3769 0.6463
H 1.9254 1.8515 -0.9444
H 1.7053 0.1492 -0.5218
H -0.0119 2.3779 0.8626
H -0.5436 1.4600 -2.0083
H -1.0247 2.9136 -1.0651
C -3.2244 -1.3220 -2.2089
C -3.8861 -1.8436 -3.5167
C -3.0690 -2.8704 -4.2885
O -3.9486 -3.9070 -4.5231
C -5.0052 -3.7690 -3.7568
O -5.9370 -4.5716 -3.6620
O -4.9621 -2.5938 -3.1422
H -2.8165 -2.0829 -1.5435
H -3.7398 -0.5678 -1.6142
H -2.3677 -0.6862 -2.4323
H -4.1871 -0.9608 -4.0809
H -2.1765 -3.0828 -3.7000
H -2.6542 -2.4835 -5.2194
C -5.9998 -1.2468 0.7962
C -7.4404 -1.7861 0.9241
C -7.6985 -2.9136 -0.1023
O -8.5027 -3.7998 0.7078
C -8.1611 -3.6192 1.9900
O -8.3600 -4.4703 2.9478
O -7.7579 -2.3551 2.1844
H -6.1686 -0.2032 1.0616
H -5.5898 -1.2354 -0.2137
H -5.1844 -1.6102 1.4217
H -8.2418 -1.1041 0.6400
H -6.8004 -3.3686 -0.5201
H -8.3567 -2.5716 -0.9010
C 0.1246 -3.9770 3.1637
C 0.3139 -2.6782 2.4002
C 0.8514 -1.5351 3.2906
O 1.9857 -1.0178 2.5544
C 2.3243 -1.8315 1.6062
O 3.2970 -1.7033 0.8205
O 1.4513 -2.8490 1.5640
H 1.0086 -4.1913 3.7643
H -0.1639 -4.7276 2.4279
H -0.5444 -3.8908 4.0200
H -0.5163 -2.3629 1.7682
H 1.0854 -1.8951 4.2925
H 0.0374 -0.8108 3.2608
C 5.5173 1.6505 0.0270
C 7.0150 1.5455 -0.2650
C 7.6594 2.8764 -0.3064
O 8.9093 2.6327 0.3981
C 8.8691 1.5799 1.0316
O 9.7076 1.1805 1.7827
O 7.7011 1.0084 0.8024
H 5.0298 0.6784 0.1007
H 4.9803 2.2563 -0.7029
H 5.2516 2.2096 0.9242
H 7.1678 0.9465 -1.1628
H 7.0785 3.5911 0.2765
H 7.7667 3.2493 -1.3250
C 1.3893 1.4656 -6.1276
C 0.1878 0.8483 -5.4716
C -0.3344 -0.4590 -6.0106
O -0.6085 -1.0917 -4.8512
C 0.1638 -0.6193 -3.7915
O 0.2259 -1.0781 -2.6586
O 0.6304 0.4623 -4.2065
H 1.0502 2.0290 -6.9970
H 2.1798 0.7460 -6.3405
H 1.9183 2.1369 -5.4511
H -0.5694 1.6308 -5.4226
H 0.4411 -1.0532 -6.4940
H -1.2154 -0.3824 -6.6478
C 1.6045 4.3000 3.7190
C 1.0664 2.9329 3.5956
C 1.6502 1.8967 4.5492
O 0.4966 1.2477 5.0084
C -0.4655 2.0239 4.8700
O -1.5134 1.8739 5.4558
O -0.2649 2.9438 3.9730
H 2.6839 4.3249 3.5695
H 1.3261 4.8398 4.6240
H 1.3300 4.9425 2.8824
H 1.2223 2.5133 2.6017
H 2.2378 2.4248 5.3002
H 2.3068 1.3596 3.8648
C -4.7967 -5.4642 1.2483
C -3.9284 -4.4422 0.5579
C -2.6739 -3.9603 1.1644
O -1.6968 -4.0627 0.0848
C -2.2455 -4.6933 -0.8930
O -1.6624 -5.0887 -1.9349
O -3.4948 -4.8997 -0.6468
H -4.2188 -6.2974 1.6481
H -5.7002 -5.6438 0.6656
H -5.1958 -4.9436 2.1188
H -4.5336 -3.5611 0.3445
H -2.3219 -4.5049 2.0404
H -2.7483 -2.9713 1.6166
C 4.3914 7.4122 1.5905
C 4.0579 6.5336 0.3111
C 4.4058 5.0366 0.4488
O 3.2649 4.3049 -0.0322
C 2.3283 5.1418 -0.2970
O 1.2501 4.8595 -0.6698
O 2.6858 6.3125 0.1858
H 3.4938 7.9241 1.9373
H 5.2340 8.0842 1.4272
H 4.6610 6.7869 2.4416
H 4.4047 6.9061 -0.6528
H 4.6928 4.6625 1.4315
H 5.3439 4.8866 -0.0856
C -4.5742 0.9526 6.1237
C -4.7148 0.1896 4.7759
C -3.4455 -0.2117 4.0530
O -3.6149 -1.5747 3.7477
C -4.7701 -2.0122 4.2827
O -5.1024 -3.1755 4.1257
O -5.4745 -0.9840 4.8841
H -4.1308 1.9426 6.0169
H -3.9199 0.3223 6.7260
H -5.5489 0.9861 6.6105
H -5.3857 0.7572 4.1311
H -2.5608 -0.0693 4.6735
H -3.2783 0.4800 3.2273

Summary:
Kohn-Sham gap = 9.70 eV
spin multiplicity = 1
SMILES = C[C@H]1COC(=O)O1.C[C@H]1COC(=O)O1.C[C@H]1COC(=O)O1.C[C@H]1COC(=O)O1.C[C@H]1COC(=O)O1.C[C@H]1COC(=O)O1.C[C@H]1COC(=O)O1.C[C@H]1COC(=O)O1.C[C@H]1COC(=O)O1.C[C@H]1COC(=O)O1.C[C@H]1COC(=O)O1

---

Relative to the most stable one, in kcal/mol, the structures come out at a 0.0; b 134.1.

---

--- a ---
One molecule with the formula C5H8, computed with ωB97M-V/def2-TZVPD.

Geometry (Å):
C -1.5151 -0.7295 -1.0463
C -0.4209 -0.3170 -0.4409
C 0.3822 0.9409 -0.5307
C 1.0069 0.5592 0.8396
C 0.3148 -0.8236 0.7673
H -1.8313 -0.3087 -1.9935
H -2.1785 -1.0070 -0.2518
H -0.2699 1.8239 -0.5121
H 1.0327 0.9928 -1.3984
H 0.6163 1.1431 1.6749
H 2.0941 0.5631 0.8539
H -0.2188 -1.2285 1.6346
H 0.9876 -1.6086 0.4033

Summary:
Kohn-Sham gap = 9.93 eV
spin multiplicity = 1
SMILES = C=C1CCC1

---

--- b ---
One molecule with the formula C5H8, computed with ωB97M-V/def2-TZVPD.

Geometry (Å):
C 1.0488 0.6193 -0.5773
C 0.1074 0.0822 -1.3470
C -0.9915 -0.5488 -0.5283
C -0.4283 -0.4727 0.9142
C 0.6404 0.6380 0.8760
H 2.0199 0.9261 -0.9372
H 0.1472 0.0308 -2.4317
H -1.9644 -0.0510 -0.6349
H -1.1316 -1.5865 -0.8549
H -1.2022 -0.3057 1.6689
H 0.0689 -1.4198 1.1533
H 0.2092 1.6178 1.1356
H 1.4762 0.4703 1.5634

Summary:
Kohn-Sham gap = 10.29 eV
spin multiplicity = 1
SMILES = C1=CCCC1

---

--- c ---
One molecule with the formula C5H8, computed with ωB97M-V/def2-TZVPD.

Geometry (Å):
C 0.4964 -1.5756 -0.5257
C -0.5774 -0.8653 0.3205
C -0.0727 0.4556 0.8299
C -0.0050 1.5131 0.0204
C -0.1250 2.2858 -1.0835
H 0.7908 -0.9614 -1.3844
H 1.3974 -1.7900 0.0597
H 0.1100 -2.5268 -0.9067
H -1.4600 -0.6955 -0.3040
H -0.8614 -1.5021 1.1612
H 0.4547 0.5015 1.7798
H 0.9907 2.0463 0.0573
H -0.9013 3.0769 -1.1074

Summary:
Kohn-Sham gap = 8.20 eV
spin multiplicity = 1

---

--- d ---
C5H8 as an isolated structure, computed with ωB97M-V/def2-TZVPD.

Geometry (Å):
C 1.2047 0.0804 0.0587
C -0.0112 -0.7620 -1.2084
C -1.2018 -0.4693 -0.4031
C -0.9751 0.1890 0.7426
C 0.2963 0.9986 0.8360
H 1.9853 0.4832 -0.5642
H 1.5994 -0.6781 0.7738
H -0.2483 -0.7992 -2.3207
H 0.5029 -1.6886 -1.0087
H -2.2256 -0.6555 -0.7338
H -1.6412 0.1093 1.5876
H 0.1729 1.9810 0.3492
H 0.5417 1.2112 1.8911

Summary:
Kohn-Sham gap = 9.66 eV
spin multiplicity = 1

---

Relative to the most stable one, in kcal/mol, the structures come out at a 40.0; b 0.0; c 102.2; d 52.9.

---

--- a ---
One molecule with the formula C5H8, computed with ωB97M-V/def2-TZVPD.

Geometry (Å):
C -1.6882 0.0536 1.3987
C -0.5918 0.5691 0.7541
C 0.3536 0.1735 -0.2982
C 0.9503 1.1152 -1.0510
C 0.7422 -1.3074 -0.5626
H -1.9981 -0.8661 1.0045
H -2.1850 0.6166 2.3181
H -0.3726 1.5737 1.0781
H 1.8086 0.9845 -1.8194
H 0.6718 2.1787 -1.0013
H -0.1063 -1.9779 -0.2102
H 1.6397 -1.6395 -0.0312
H 0.7757 -1.4739 -1.5796

Summary:
Kohn-Sham gap = 9.69 eV
spin multiplicity = 1
SMILES = C=CC(=C)C

---

--- b ---
A 2-piece molecular cluster, C5H8 overall, computed with ωB97M-V/def2-TZVPD.

Geometry (Å):
C -0.9866 -2.1077 0.4210
C -0.3388 -0.9728 0.4906
C 0.2750 0.1612 0.4799
C 0.6182 1.3495 -0.3226
C 1.0785 1.2170 1.1188
H -0.4932 -3.0207 0.0975
H -2.0426 -2.1681 0.6718
H 1.3576 1.2351 -1.1116
H -0.1771 2.0558 -0.5478
H 0.5998 1.8467 1.8657
H 2.1336 1.0215 1.2976
H -0.9627 -0.0434 -2.4866
H -1.0617 -0.5742 -1.9744

Summary:
Kohn-Sham gap = 10.51 eV
spin multiplicity = 1
SMILES = C=C=C1CC1.[H][H]

---

Relative to the most stable one, in kcal/mol, the structures come out at a 0.0; b 41.0.